# 1
DFT (ωB97M-V/def2-TZVPD) results for a structure of composition C42H42BIN11O8SSiTa at a distorted geometry.

Geometry as ORCA input:
```
! wB97M-V def2-TZVPD RIJCOSX def2/J DEFGRID3
* xyz 0 1
Ta 0.3921 -0.9824 -0.7645
O 6.1739 -3.2559 -0.7249
C 5.1754 -2.6114 -0.6889
C 4.5847 -1.7590 -1.8747
O 5.0862 -1.4374 -2.9147
C 3.2573 -1.4377 -1.3490
C 3.0343 -1.9207 -0.0653
O 1.8566 -1.7213 0.4536
C 4.1962 -2.5487 0.4873
O 4.3925 -3.0008 1.5805
O 2.1997 -0.9047 -1.8508
B -1.4511 -2.8519 -3.4319
N -2.2116 -1.7349 -2.6758
C -3.3798 -1.1874 -2.9836
C -3.5574 0.0038 -2.2646
C -2.3791 0.0995 -1.5326
N -1.5833 -0.9562 -1.7781
N -0.5667 -3.5946 -2.3303
C -0.5215 -4.9161 -2.3086
C 0.4425 -5.3036 -1.3540
C 0.8581 -4.1230 -0.8044
N 0.2937 -3.0607 -1.4387
H -2.2905 -3.6166 -3.8850
H -0.7308 -2.4513 -4.2879
H -3.9772 -1.6160 -3.7394
H -4.3245 0.7290 -2.3723
H -2.0307 0.9034 -0.8744
H -1.1765 -5.4338 -2.9820
H 0.7034 -6.2885 -0.9629
H 1.4872 -3.9543 0.0474
N -2.9617 2.9467 4.2957
N -2.1035 3.1787 3.2346
N -0.8804 3.6586 3.3270
C -0.5187 3.6695 2.0511
N -1.5341 3.2563 1.2381
N -2.5352 2.9828 2.0329
H -3.3232 3.8180 4.6921
H -2.4015 2.4914 4.9621
H 0.4632 3.9142 1.6826
C -1.5331 -3.9066 1.5905
C -1.1216 -2.9890 2.7611
C 0.3695 -3.1880 3.0378
C -1.9072 -3.3986 4.0100
Si -1.4827 -1.1760 2.2447
O -0.5631 -0.8740 0.8237
C -0.9714 -0.1259 3.6920
C 0.2886 0.5279 3.8112
C 0.6727 1.1841 4.9708
C -0.1903 1.2662 6.0674
C -1.3958 0.5710 5.9824
C -1.7577 -0.1381 4.8413
C -3.3086 -1.0651 1.8638
C -4.1654 -0.2337 2.5935
C -5.5580 -0.3125 2.4175
C -6.0647 -1.1756 1.4709
C -5.2380 -1.9369 0.6629
C -3.8612 -1.8843 0.8826
H -1.0426 -4.8480 1.6768
H -1.2400 -3.4387 0.6548
H -2.6086 -4.0488 1.6285
H 0.5714 -4.1878 3.4277
H 0.7896 -2.4414 3.7043
H 0.9231 -2.9838 2.1059
H -1.7318 -4.4677 4.1630
H -3.0108 -3.3023 3.9535
H -1.5916 -2.9130 4.9227
H 0.9644 0.5713 2.9842
H 1.6292 1.7314 4.9470
H 0.1302 1.8139 6.9460
H -2.0839 0.5569 6.8232
H -2.6242 -0.7793 4.9081
H -3.7706 0.4945 3.2723
H -6.2211 0.3653 2.9655
H -7.1290 -1.1960 1.3411
H -5.6776 -2.4846 -0.1242
H -3.2220 -2.5097 0.2898
N 4.5061 1.3894 -0.2764
C 3.2415 1.8310 -0.2236
S 2.1953 1.4118 1.0257
N 2.7869 2.6285 -1.2142
C 3.4800 2.8434 -2.4295
C 3.7831 1.7795 -3.2900
C 4.4632 2.0692 -4.4931
C 4.8903 3.3681 -4.7369
C 4.6149 4.3670 -3.8431
C 3.9138 4.1369 -2.6795
H 4.8300 0.8459 0.5339
H 5.1476 1.6653 -0.9863
H 1.7862 2.8346 -1.2359
H 3.4561 0.7971 -3.0841
H 4.7503 1.2578 -5.1167
H 5.5100 3.6169 -5.5644
H 5.0290 5.3548 -4.0857
H 3.7710 4.9258 -1.9454
I 0.4725 7.0902 -4.1584
C 0.3097 5.1079 -3.8975
C -0.2918 4.6740 -2.7367
C -0.3446 3.3323 -2.4510
C 0.2816 2.4276 -3.2879
C 0.8720 2.8566 -4.4899
C 0.8610 4.2240 -4.8095
C 0.4192 1.0021 -2.8827
O 0.5658 0.1268 -3.6738
O 0.3363 0.8085 -1.5522
H -0.7416 5.4377 -2.0856
H -0.8079 3.0381 -1.5257
H 1.2592 2.1553 -5.2038
H 1.2289 4.5361 -5.7602
*
```

Properties
HOMO energy: -8.420 eV
LUMO: -0.78 eV
Energy relative to the best compared isomer or geometry (same formula, charge and spin): 0.073 eV
Calculated total energy: -3897.4063 Eh

# 2
DFT (ωB97M-V/def2-TZVPD) results for a structure of composition C19H35O3RuSSi.

Geometry as ORCA input:
```
! wB97M-V def2-TZVPD RIJCOSX def2/J DEFGRID3
* xyz 3 1
Ru -0.9410 -0.0667 -4.1039
C 1.6029 -0.3246 -6.4405
C 0.1521 -0.2192 -6.1167
C -0.6428 -1.3845 -5.8879
C -2.0324 -1.2917 -5.6145
C -2.6565 -0.0188 -5.5278
C -1.8797 1.1548 -5.7169
C -0.4903 1.0508 -5.9888
H 1.6829 -0.4034 -7.5313
H 2.0548 -1.2190 -6.0154
H 2.1579 0.5600 -6.1343
H -0.1667 -2.3590 -5.8900
H -2.6031 -2.1908 -5.4105
H -3.7043 0.0576 -5.2607
H -2.3328 2.1319 -5.5923
H 0.1034 1.9549 -6.0692
C 1.1680 -2.3804 3.6322
C 0.8626 -2.6662 2.1758
C 2.1088 -2.7238 1.3189
C -0.0203 -3.8826 2.0045
O 0.0203 -1.5192 1.6528
Si 0.1998 0.0368 1.7373
S -0.6131 -0.0044 -2.1763
O -0.9796 0.9148 1.1330
C -2.3796 0.8684 1.7030
C -2.2226 0.6223 3.1936
C -3.1159 -0.2536 1.0022
C -2.9686 2.2302 1.4101
O 1.5853 0.6443 2.0983
C 2.2192 1.9622 2.4875
C 3.1681 1.6096 3.6122
C 1.1229 2.9068 2.9295
C 2.9391 2.4416 1.2465
H 1.7239 -3.2176 4.0541
H 0.2496 -2.2722 4.2111
H 1.7860 -1.4877 3.7452
H 2.7328 -3.5551 1.6463
H 2.6971 -1.8094 1.4110
H 1.8527 -2.8940 0.2719
H 0.5237 -4.7699 2.3273
H -0.3011 -4.0160 0.9596
H -0.9230 -3.7997 2.6087
H -1.7526 -0.3519 3.3931
H -3.1947 0.5868 3.6859
H -1.6487 1.4240 3.6623
H -2.6364 -1.2177 1.1768
H -3.1694 -0.0594 -0.0719
H -4.1380 -0.3109 1.3762
H -2.3928 3.0185 1.8932
H -3.9900 2.2731 1.7879
H -2.9943 2.4180 0.3364
H 2.6288 1.2004 4.4664
H 3.6832 2.5124 3.9405
H 3.9162 0.8905 3.2812
H 0.5993 2.5165 3.8049
H 0.4104 3.0992 2.1258
H 1.5675 3.8589 3.2183
H 3.6787 1.7118 0.9192
H 3.4589 3.3729 1.4708
H 2.2327 2.6396 0.4376
*
```

Properties
HOMO energy: -18.686 eV
LUMO: -13.68 eV
Energy relative to the best compared isomer or geometry (same formula, charge and spin): 0.000 eV
Calculated total energy: -1752.2894 Eh

# 3
DFT (ωB97M-V/def2-TZVPD) results for a structure of composition C33H77AsF7N2O18S5 at a distorted geometry.

Geometry as ORCA input:
```
! wB97M-V def2-TZVPD RIJCOSX def2/J DEFGRID3
* xyz 1 1
C -2.9359 1.6142 4.8696
C -1.9415 0.4724 5.0089
C -0.6575 0.6059 4.2059
O 0.2658 -0.2759 4.7561
C 1.5666 -0.4516 4.2587
N -1.4595 0.5131 6.4710
H -1.1155 1.4632 6.6329
H -2.1463 0.3357 7.2024
H -0.6338 -0.1012 6.5319
H -3.8937 1.3504 5.3267
H -3.1389 1.6686 3.7962
H -2.6945 2.5939 5.2797
H -2.4444 -0.4828 4.8675
H -0.3799 1.6654 4.2282
H -0.9544 0.3534 3.1843
H 2.2085 0.4347 4.2995
H 1.5895 -0.9329 3.2804
H 2.0900 -1.1041 4.9636
C -4.7277 -0.9178 2.3644
C -5.0577 0.2954 1.4968
C -4.4923 0.2030 0.0617
O -4.7370 -1.1031 -0.3728
C -3.9425 -1.3728 -1.5390
N -6.5886 0.3322 1.3883
H -6.8799 0.9092 0.5983
H -6.8870 -0.6379 1.2539
H -7.0259 0.6177 2.2645
H -5.1025 -1.8188 1.8900
H -5.1121 -0.7765 3.3779
H -3.6467 -0.9050 2.4895
H -4.7257 1.2509 1.8998
H -3.4519 0.5376 0.0185
H -5.0556 0.9577 -0.5105
H -4.1317 -0.6827 -2.3674
H -4.1400 -2.3584 -1.9515
H -2.8868 -1.2896 -1.2684
As 0.3353 0.5305 0.2988
F -0.0329 -0.8810 1.3211
F 1.7996 -0.3029 -0.2626
F 0.7601 1.8275 -0.7705
F -1.1536 1.3145 0.8222
F 1.1255 1.3174 1.6406
F -0.4960 -0.2742 -0.9898
C 1.6119 -5.2645 -0.5938
C 2.0005 -3.7899 -0.4680
C 2.3372 -3.6443 1.0505
O 1.8480 -4.8307 1.6784
C 1.9097 -5.8930 0.7471
H 2.0374 -5.9007 -1.3791
H 0.5693 -5.4306 -0.8873
H 1.1815 -3.1067 -0.6832
H 2.8496 -3.5755 -1.1118
H 1.9847 -2.7447 1.5530
H 3.4195 -3.6662 1.2292
H 1.1558 -6.6144 1.0810
H 2.8208 -6.4999 0.8161
O -2.3863 -4.9307 4.0865
S -1.7977 -3.6197 4.1935
O -2.4859 -2.4591 3.7124
O -1.2833 -3.3362 5.7159
C -0.7312 -4.4123 6.4928
C -0.5580 -3.9335 7.9226
C -0.2103 -3.6151 3.3516
H 0.2566 -4.6675 6.0974
H -1.3082 -5.3278 6.3583
H 0.1711 -3.1270 7.9083
H -0.2664 -4.7620 8.5691
H -1.4881 -3.6217 8.4024
H 0.0477 -2.5643 3.4801
H -0.3893 -3.8512 2.3097
H 0.4436 -4.2712 3.9114
O -1.5964 5.6849 -0.6071
S -2.7761 5.0063 -1.0768
O -4.0594 5.5745 -0.7048
O -2.7714 4.7971 -2.6784
C -2.8451 6.0145 -3.4471
C -2.2225 5.9472 -4.8237
C -2.8679 3.2807 -0.6184
H -2.3765 6.8573 -2.9267
H -3.8879 6.3387 -3.3996
H -2.0985 6.9726 -5.1792
H -2.8356 5.5090 -5.6115
H -1.2335 5.4937 -4.7775
H -1.8725 2.8888 -0.8109
H -3.6129 2.7755 -1.2301
H -3.2117 3.2003 0.4082
O 0.9523 -3.5449 -5.4413
S 2.3485 -3.5795 -5.1253
O 3.3252 -3.0235 -6.0069
O 2.5156 -2.9342 -3.6203
C 2.4784 -1.5069 -3.5153
C 1.0846 -0.9580 -3.6951
C 2.8255 -5.2380 -4.6243
H 3.2033 -1.0389 -4.1867
H 2.8051 -1.2625 -2.5036
H 0.5586 -1.0889 -4.6472
H 1.1591 0.1350 -3.6533
H 0.3488 -1.3748 -3.0081
H 3.4641 -5.6685 -5.3958
H 1.9114 -5.8247 -4.6057
H 3.4145 -5.1872 -3.7158
O 5.7778 2.9073 -2.7946
S 4.8390 3.3620 -1.8030
O 5.3324 4.0477 -0.6348
O 3.7993 4.3314 -2.5901
C 2.9522 5.1278 -1.7109
C 1.8847 5.8453 -2.5241
C 3.7109 2.0515 -1.2216
H 3.6851 5.8767 -1.4073
H 2.4701 4.5490 -0.9245
H 1.2587 5.0906 -3.0060
H 2.3969 6.3836 -3.3284
H 1.3082 6.6148 -2.0199
H 4.1918 1.0887 -1.3649
H 2.9241 2.1177 -1.9757
H 3.2185 2.2625 -0.2804
O -3.9423 2.3167 -4.6631
S -2.9913 1.2094 -4.7290
O -3.4256 -0.1630 -4.7480
O -2.1370 1.4018 -6.0777
C -1.3198 2.5876 -6.1347
C -1.1725 2.9551 -7.5946
C -1.8068 1.3607 -3.3972
H -0.3396 2.3248 -5.7300
H -1.7585 3.4329 -5.6059
H -0.4567 3.7784 -7.6746
H -2.1096 3.1967 -8.0900
H -0.6819 2.1709 -8.1752
H -2.3138 0.9099 -2.5445
H -1.6656 2.4093 -3.1344
H -0.8409 0.8829 -3.5277
F 6.1013 -2.8712 3.9658
C 6.1021 -2.0303 2.9139
C 7.3068 -1.8513 2.2528
C 7.3978 -0.9604 1.2093
C 6.2834 -0.1718 0.9036
C 5.0695 -0.4194 1.4885
C 4.9485 -1.3560 2.5216
H 8.1744 -2.3645 2.6485
H 8.3635 -0.6541 0.8289
H 6.3430 0.5535 0.1015
H 4.2042 0.0443 1.0300
H 3.9791 -1.6300 2.9145
*
```

Properties
HOMO energy: -10.533 eV
LUMO: -3.28 eV
Calculated total energy: -7692.8997 Eh

Among the records above, which one has the highest HOMO energy?
C42H42BIN11O8SSiTa

What is the LUMO in the second record?
-13.68 eV

What is the formula in the third record?
C33H77AsF7N2O18S5